Record 1
# C3H16N2O3

5 unconnected molecules or ions with the total composition C3H16N2O3 (ωB97M-V with the def2-TZVPD basis set, the Open Molecules 2025 dataset).

Structure (XYZ):
```
24
Properties=species:S:1:pos:R:3:forces:R:3
C -2.0133 -0.9206 0.5781 -0.254 -1.636 -0.638
C -1.6274 0.3607 -0.0618 1.111 1.724 -1.174
N -0.7860 0.2651 -1.3224 1.987 -0.827 2.783
C 0.5043 0.8966 -1.2358 -1.433 -0.710 -3.042
N 2.1388 -1.3281 -0.1200 0.112 -0.317 0.086
H -1.2069 -1.3301 1.1785 -0.094 0.346 0.292
H -2.9665 -0.9049 1.1096 0.221 0.511 0.140
H -2.1318 -1.7110 -0.1808 -0.122 0.199 0.100
H -0.9571 0.9663 0.5620 -0.633 -0.078 0.282
H -2.4511 1.0041 -0.3508 -0.491 0.165 0.035
H -0.5947 -0.7524 -1.5310 -0.659 -1.085 -0.924
H 0.9256 0.5797 -0.2404 0.240 -0.059 1.080
H 1.1694 0.5097 -2.0096 -0.269 -0.312 0.012
H 0.4325 1.9650 -1.4507 0.124 0.455 1.409
H 1.5133 -2.1159 -0.2727 -0.198 0.105 -0.404
H 0.6248 1.8620 1.4235 0.570 0.738 0.019
H 0.9885 0.0812 2.4783 -0.126 -0.177 -0.329
O 0.6870 2.7885 0.9494 -0.327 0.107 -0.402
H 0.6769 3.5234 1.5631 -0.048 -0.202 0.289
H 1.9173 -0.9254 0.7897 0.038 0.514 -0.089
O 0.7635 0.4566 1.6156 0.078 0.015 0.517
H 3.1113 -1.6014 -0.2109 -0.094 0.068 0.091
H -0.5247 -3.1961 -1.4317 0.399 1.113 -0.347
O -0.3194 -2.3057 -1.0631 -0.130 -0.655 0.216
```
Positions in Å, forces in eV/Å.

HOMO ... -9.19 eV
Energy relative to the best compared isomer or geometry (same formula, charge and spin) ... 845.60 kJ/mol
Largest force on an atom ... 3.5 eV/A



Record 2
# C4H6LiO2Pb

A molecular structure, C4H6LiO2Pb (ωB97M-V with the def2-TZVPD basis set, the Open Molecules 2025 dataset).

Structure (XYZ):
```
14
Properties=species:S:1:pos:R:3:forces:R:3
O 1.1410 -1.9252 0.8429 -0.864 0.700 -1.538
C 0.8345 -1.8215 -0.4432 1.740 0.969 2.338
C -0.5546 -1.6578 -0.7334 -0.483 1.911 0.444
Pb 2.7824 0.0405 0.1564 0.039 -1.624 -0.089
Li -0.0260 -0.2313 2.2244 0.482 -0.116 -0.894
H -1.2371 -2.0124 0.0645 0.124 -0.089 -0.553
H -0.8782 -1.7084 -1.7783 -0.020 0.077 0.464
C -0.0962 1.3934 0.6128 -0.141 -1.514 4.358
C -0.8567 0.5359 -0.2279 -1.496 -0.752 -3.556
O 1.2411 1.6901 0.2191 -0.183 0.979 -0.978
H -0.5865 2.3169 0.9397 -0.121 -0.367 -0.011
H -1.8158 0.0198 -0.2086 -0.266 0.460 2.292
H -1.2062 1.1517 -1.0724 1.197 -0.843 -1.811
H 1.2584 2.2082 -0.5961 -0.007 0.210 -0.468
```
Positions in Å, forces in eV/Å.

Multiplicity ... 2
HOMO (spin up / spin down) ... -5.56 / -6.77 eV
Largest force on an atom ... 4.6 eV/A